{
  "formula": "C24H42ClF2N5O33PS8",
  "method": "wB97M-V/def2-TZVPD",
  "energy_ha": -7882.4229,
  "homo_lumo_gap_ev": 6.48,
  "max_force_ha_per_bohr": 0.169,
  "e_homo_ev": -11.7,
  "total_charge": 1,
  "elements": ["N", "P", "C", "N", "N", "N", "C", "O", "F", "C", "O", "F", "C", "C", "N", "C", "Cl", "C", "C", "C", "C", "S", "O", "O", "O", "H", "H", "H", "H", "H", "H", "H", "H", "H", "H", "H", "H", "H", "H", "C", "C", "O", "S", "O", "O", "O", "H", "H", "H", "H", "C", "C", "O", "S", "O", "O", "O", "H", "H", "H", "H", "C", "C", "O", "S", "O", "O", "O", "H", "H", "H", "H", "C", "C", "O", "S", "O", "O", "O", "H", "H", "H", "H", "C", "C", "O", "S", "O", "O", "O", "H", "H", "H", "H", "C", "C", "O", "S", "O", "O", "O", "H", "H", "H", "H", "C", "C", "O", "S", "O", "O", "O", "H", "H", "H", "H"],
  "xyz": [[3.764255, -4.205963, 4.396943], [2.920636, -4.432237, 3.074825], [2.087526, -2.837328, 2.423062], [2.480242, -1.635170, 2.926766], [1.910481, -0.555463, 2.436801], [2.412605, 0.651892, 2.987869], [2.002505, 0.739904, 4.386333], [2.708659, 0.871971, 5.322849], [0.610969, 0.647246, 4.598983], [3.872068, 0.742865, 2.808882], [4.272268, 1.464787, 1.946933], [4.818159, 0.060426, 3.548030], [0.908398, -0.349400, 1.483725], [0.346837, 1.084615, 1.053694], [-1.137860, 1.118797, 0.943327], [0.361023, -1.632407, 0.816339], [-0.874020, -1.652196, -0.463666], [0.998712, -2.883671, 1.352404], [0.537006, -4.303439, 0.804773], [-0.459938, -4.927151, 1.888006], [-1.794470, -5.554959, 1.223176], [-3.030825, -5.656508, 2.622190], [-2.271369, -5.746210, 3.899306], [-3.782977, -6.899941, 2.426355], [-3.957244, -4.301789, 2.726078], [3.684044, -3.222540, 4.688083], [3.829075, -4.876026, 2.040460], [1.935017, -5.446841, 3.370741], [0.640996, 1.910948, 1.766073], [0.805368, 1.368290, 0.043132], [-1.578004, 0.290305, 1.359046], [-1.320118, 1.010179, -0.070926], [0.044999, -4.166519, -0.210847], [1.422337, -4.994395, 0.659760], [-0.832907, -4.061259, 2.536223], [0.001008, -5.680648, 2.588562], [-1.570131, -6.567538, 0.781469], [-2.246159, -4.839549, 0.454243], [-3.999256, -3.993896, 3.663481], [-2.373943, 4.387504, 4.299682], [-2.890694, 3.382775, 5.313708], [-3.972911, 2.720722, 4.661658], [-3.665626, 2.644267, 3.074830], [-3.114118, 1.362069, 2.777901], [-4.781320, 3.177861, 2.373768], [-2.461361, 3.727217, 3.038130], [-3.010751, 5.275210, 4.263941], [-1.345897, 4.687759, 4.502291], [-3.228840, 3.858258, 6.233379], [-2.130370, 2.632028, 5.551038], [3.565449, 3.365224, -0.263560], [3.797121, 4.276552, -1.456477], [2.509956, 4.427095, -2.063393], [1.378522, 4.365138, -0.911841], [1.022114, 5.693558, -0.557924], [0.410883, 3.377316, -1.280321], [2.302567, 3.760319, 0.272386], [3.491561, 2.319356, -0.574803], [4.344524, 3.463475, 0.490437], [4.510819, 3.858641, -2.165566], [4.137968, 5.266525, -1.139022], [1.639104, 7.541311, -5.899080], [2.870524, 6.832443, -6.431924], [3.341401, 6.038639, -5.337038], [2.077691, 5.561788, -4.448981], [1.722806, 4.235145, -4.847882], [2.322301, 5.912532, -3.091418], [0.983375, 6.581078, -5.064651], [1.913053, 8.399345, -5.279811], [0.974787, 7.869438, -6.697864], [3.637258, 7.524595, -6.761954], [2.613151, 6.157648, -7.252490], [6.690632, 5.200493, -10.461706], [6.277187, 4.455364, -9.205298], [6.482227, 5.386294, -8.140884], [6.209725, 6.884579, -8.688527], [4.875506, 7.254402, -8.337286], [7.336989, 7.689819, -8.375798], [6.237519, 6.542145, -10.268293], [7.778084, 5.220494, -10.570283], [6.245342, 4.773456, -11.359797], [6.863855, 3.551899, -9.045077], [5.214291, 4.198549, -9.229825], [-4.088666, -2.367112, 5.892664], [-4.812692, -2.161405, 7.211726], [-5.004549, -0.751680, 7.309709], [-5.200966, -0.134215, 5.822973], [-6.593852, 0.007157, 5.578105], [-4.275430, 0.937876, 5.653666], [-4.668089, -1.421633, 4.991018], [-3.023162, -2.139267, 5.986792], [-4.210241, -3.381956, 5.511676], [-4.241741, -2.532119, 8.061990], [-5.797310, -2.637209, 7.200389], [0.511049, 1.238803, -3.709775], [1.531666, 0.959824, -4.795178], [2.449244, 0.029673, -4.207407], [1.655129, -0.911101, -3.163590], [1.326459, -2.131122, -3.819633], [2.335673, -0.869361, -1.906209], [0.309937, -0.020870, -3.051484], [0.897509, 1.948088, -2.976752], [-0.429029, 1.612963, -4.113681], [2.049359, 1.860651, -5.118593], [1.068759, 0.476212, -5.660040], [-6.188672, -9.073966, 1.663923], [-6.774010, -10.105957, 2.611418], [-7.840854, -10.713373, 1.881723], [-7.461071, -10.734683, 0.307456], [-6.929905, -12.017032, -0.008295], [-8.530321, -10.143149, -0.420327], [-6.232566, -9.681545, 0.371563], [-6.802968, -8.169898, 1.636522], [-5.165535, -8.807891, 1.925055], [-7.143063, -9.661063, 3.534561], [-6.042471, -10.883148, 2.850174]],
  "forces_ev_per_angstrom": [[-1.12, 0.99, -1.13], [1.97, 0.41, 2.44], [-2.20, 1.90, -1.95], [-0.80, -3.13, -1.02], [-2.00, 1.22, -2.01], [0.16, -1.14, 2.49], [-1.01, -0.14, 1.89], [-0.34, 0.23, -1.37], [2.46, 0.01, -1.60], [2.73, 1.26, -1.28], [-0.78, -1.09, 1.11], [-2.87, 0.63, -0.60], [-0.87, -2.04, -1.65], [0.29, 0.12, 0.36], [1.19, -1.04, -1.51], [2.85, -0.50, 2.94], [1.73, -0.06, 1.67], [-0.32, 1.03, -0.85], [0.19, 0.47, 0.38], [-1.39, 0.78, -0.12], [0.62, 1.89, 0.07], [0.68, -3.82, 3.50], [-0.93, 1.41, -2.26], [0.15, 2.67, -0.84], [0.94, -1.07, -0.68], [0.38, -0.56, 0.24], [-1.27, 0.09, -0.12], [0.20, 0.65, -1.17], [0.07, -1.30, -0.60], [-0.42, -0.62, 1.35], [0.09, 0.74, 0.24], [-0.21, 0.32, 0.84], [0.61, -0.16, 1.38], [-0.84, 0.95, 0.12], [0.58, -1.22, -0.70], [-0.47, 0.86, -0.99], [-0.88, 0.96, 0.75], [0.72, -1.08, 0.90], [0.33, -0.51, -0.75], [-0.26, 0.51, 0.37], [0.46, -0.15, 0.08], [0.56, 2.79, -2.46], [0.01, 0.69, 0.88], [-0.48, 0.23, 0.06], [0.30, -0.54, 0.03], [-0.12, -0.77, 0.00], [0.05, -0.02, 0.06], [-0.02, -0.13, -0.23], [-0.22, -0.12, -0.14], [0.00, 0.05, 0.06], [0.50, -0.34, -0.36], [0.19, 0.18, 0.44], [-0.02, -6.73, 5.51], [1.17, 0.14, -0.28], [-0.31, -0.64, 0.01], [0.01, 0.36, 0.13], [-0.34, 0.35, -0.09], [0.10, 0.02, -0.02], [-0.25, 0.08, 0.05], [-0.26, 0.00, -0.12], [0.01, -0.03, -0.04], [0.40, 0.51, 0.00], [-0.56, 0.14, -0.46], [-0.52, -0.22, 0.77], [0.17, 1.92, -0.75], [-0.03, 0.15, 0.53], [-0.74, 5.32, -5.39], [0.25, -0.96, -0.01], [-0.01, -0.03, -0.05], [-0.11, -0.21, 0.16], [-0.02, -0.19, 0.32], [0.04, 0.10, -0.02], [0.54, -0.39, -0.08], [-0.50, -0.26, -0.34], [0.20, 0.69, -0.27], [0.36, -0.48, -0.46], [0.75, 0.14, -0.39], [-0.57, -0.11, 0.18], [-0.41, 0.03, 0.80], [-0.05, -0.04, 0.00], [-0.10, 0.25, 0.06], [0.07, 0.21, 0.19], [0.06, -0.05, -0.06], [0.49, 0.14, 0.22], [-0.44, -0.55, -0.01], [0.40, 0.17, -0.66], [0.03, -0.14, 0.44], [0.55, 0.14, -0.16], [-1.02, -2.81, 1.45], [-0.35, 0.14, 0.35], [-0.02, -0.09, 0.03], [-0.15, 0.10, 0.02], [-0.01, 0.27, -0.01], [0.09, -0.07, -0.01], [0.36, 0.85, -0.07], [-0.61, 0.08, -0.61], [-0.16, -0.39, 1.09], [-0.24, 0.87, -0.99], [0.14, 0.10, 0.73], [-0.17, -0.31, -0.17], [0.55, -0.73, -0.11], [-0.07, 0.01, -0.11], [-0.01, -0.24, 0.12], [0.14, -0.14, 0.21], [0.01, 0.04, 0.04], [-0.16, 0.43, 0.37], [0.56, -0.17, 0.13], [-0.02, 0.38, -0.67], [0.14, 0.10, 0.33], [-0.23, 0.44, -0.16], [0.25, -0.39, 0.16], [-0.32, -0.66, 0.13], [0.04, -0.02, 0.05], [-0.06, -0.10, -0.23], [-0.22, -0.09, -0.16], [0.01, 0.08, 0.03]],
  "mulliken_charge": [-0.78, 0.56, 0.13, -1.34, 1.28, 0.19, 0.41, -0.40, -0.12, 0.36, -0.29, -0.18, 0.05, 0.22, -0.30, 0.29, -0.05, 0.13, -1.35, -0.46, -0.69, 1.18, -0.68, -0.55, -0.37, 0.30, 0.15, 0.13, 0.23, -0.30, 0.31, 0.26, 0.51, 0.48, 0.41, 0.29, 0.34, 0.37, 0.25, -0.38, -0.25, -0.23, 1.05, -0.43, -0.62, -0.29, 0.28, 0.32, 0.39, 0.15, -0.33, -0.48, 0.00, 1.09, -0.65, -0.61, -0.22, 0.15, 0.44, 0.41, 0.29, -0.42, -0.26, -0.31, 1.20, -0.58, -0.64, -0.33, 0.30, 0.34, 0.41, 0.23, -0.33, -0.30, -0.31, 1.07, -0.51, -0.54, -0.31, 0.30, 0.31, 0.33, 0.26, -0.16, -0.53, -0.33, 0.96, -0.59, -0.38, -0.20, 0.23, 0.31, 0.33, 0.34, 0.24, -0.35, -0.37, 1.12, -0.61, -0.49, -0.25, -0.25, 0.41, 0.27, 0.34, -0.12, -0.35, -0.31, 1.10, -0.53, -0.53, -0.30, 0.21, 0.21, 0.31, 0.33]
}

---

{
  "formula": "C24H42FFeO24",
  "method": "wB97M-V/def2-TZVPD",
  "energy_ha": -4109.1816,
  "spin_multiplicity": 6,
  "homo_lumo_gap_ev": [10.22, 9.23],
  "max_force_ha_per_bohr": 0.040,
  "e_homo_ev": [-10.0, -10.2],
  "s2": 8.756,
  "elements": ["Fe", "C", "C", "O", "O", "H", "H", "H", "C", "C", "O", "O", "H", "H", "H", "C", "C", "O", "O", "H", "H", "H", "C", "C", "O", "C", "O", "O", "F", "H", "H", "H", "C", "O", "C", "O", "O", "C", "H", "H", "H", "H", "H", "H", "C", "O", "C", "O", "O", "C", "H", "H", "H", "H", "H", "H", "C", "O", "C", "O", "O", "C", "H", "H", "H", "H", "H", "H", "C", "O", "C", "O", "O", "C", "H", "H", "H", "H", "H", "H", "C", "O", "C", "O", "O", "C", "H", "H", "H", "H", "H", "H"],
  "xyz": [[-1.639463, 2.062844, 1.774662], [1.351286, 3.343666, 4.083186], [0.158054, 2.867049, 3.352819], [-0.357364, 1.734410, 3.536366], [-0.416128, 3.592166, 2.479957], [1.110568, 4.002188, 4.915313], [1.947231, 3.922418, 3.373158], [1.958087, 2.524817, 4.459380], [0.527651, -0.253268, -0.636800], [-0.322490, 0.579615, 0.245989], [-0.813901, 0.147735, 1.325675], [-0.567981, 1.810145, 0.003083], [0.008257, -1.061460, -1.138837], [1.409758, -0.525635, -0.047026], [1.022625, 0.353561, -1.402917], [-5.162734, 0.514549, 2.674333], [-3.940711, 1.212248, 2.242159], [-3.482671, 1.151102, 1.067426], [-3.266732, 1.955293, 3.031769], [-5.948904, 0.521480, 1.927246], [-5.506443, 0.932557, 3.617487], [-4.882907, -0.524837, 2.868367], [1.195070, 0.538983, -6.158226], [1.196215, 0.029312, -4.736107], [1.985796, 0.996028, -4.070822], [2.823280, 1.586490, -4.976089], [3.732318, 2.287763, -4.705173], [2.433300, 1.264404, -6.228818], [1.801605, -1.186437, -4.651926], [0.375962, 1.224825, -6.371467], [1.196521, -0.270421, -6.882864], [0.252448, -0.013776, -4.198228], [0.603231, -3.182804, 8.085437], [0.470279, -2.079763, 7.204061], [0.587679, -2.365658, 5.908671], [0.682824, -3.479703, 5.453229], [0.567197, -1.238069, 5.221738], [0.863200, -1.340084, 3.831288], [1.518290, -3.740601, 7.881691], [-0.239151, -3.864979, 7.967975], [0.643753, -2.782393, 9.092226], [1.952261, -1.415079, 3.734708], [0.628661, -0.392896, 3.356033], [0.334196, -2.170057, 3.373846], [2.413728, -3.757268, 1.222367], [1.035519, -4.143630, 1.111267], [0.592493, -4.221798, -0.136837], [1.196704, -3.870885, -1.117815], [-0.602867, -4.801607, -0.116033], [-1.164654, -5.080112, -1.403466], [3.006380, -4.631274, 0.956631], [2.586913, -3.532187, 2.270800], [2.613731, -2.887327, 0.604848], [-1.237059, -4.188982, -2.021144], [-2.173745, -5.436685, -1.226213], [-0.545886, -5.818023, -1.910453], [-3.303355, -1.695058, -1.563813], [-4.271982, -1.822387, -2.614222], [-4.016902, -2.740084, -3.544818], [-3.042891, -3.444572, -3.586689], [-5.020803, -2.746366, -4.406928], [-4.879276, -3.577652, -5.561334], [-3.730339, -0.935105, -0.910400], [-2.349573, -1.363540, -1.965104], [-3.218154, -2.587603, -0.944503], [-5.710626, -3.307058, -6.204165], [-4.950559, -4.623044, -5.268213], [-3.943091, -3.382653, -6.080492], [-0.813062, 5.908514, 0.766076], [-1.928203, 5.831764, -0.129780], [-2.632242, 4.717309, -0.108743], [-2.509027, 3.795271, 0.662403], [-3.528813, 4.674578, -1.082045], [-3.853425, 5.871262, -1.809802], [-0.378101, 6.893259, 0.613999], [-0.102570, 5.124305, 0.526262], [-1.120002, 5.832171, 1.804233], [-3.014202, 6.150505, -2.442768], [-4.060858, 6.708756, -1.145237], [-4.746525, 5.607618, -2.362716], [7.511327, 1.804394, -0.792789], [6.221424, 1.198216, -0.955154], [6.082232, -0.030837, -0.441211], [6.793590, -0.513794, 0.392001], [5.038735, -0.681984, -0.957858], [4.077550, 0.023140, -1.726988], [7.468864, 2.740015, -1.343923], [8.257417, 1.210814, -1.325949], [7.735351, 1.911040, 0.262024], [3.386384, -0.698319, -2.161857], [4.549065, 0.522901, -2.571576], [3.491363, 0.726274, -1.135853]],
  "forces_ev_per_angstrom": [[-0.02, -0.14, 0.21], [0.86, 0.31, -0.16], [-1.28, -0.72, -0.02], [0.28, -0.18, -0.07], [0.17, 0.46, -0.38], [-0.28, -0.02, -0.02], [0.02, 0.03, 0.15], [-0.17, -0.13, 0.03], [1.28, 0.80, -0.46], [-0.96, 1.10, 0.74], [0.06, -0.54, -0.02], [0.24, 0.01, -0.41], [0.07, -0.39, 0.44], [-0.45, -0.86, 0.12], [-0.61, 0.23, -0.10], [-0.21, -0.46, 0.64], [1.09, 1.36, -1.04], [-0.11, -0.74, -0.21], [0.15, -0.23, 0.67], [0.07, 0.09, -0.15], [-0.09, 0.04, -0.06], [-0.07, 0.00, -0.07], [0.17, 0.02, -0.26], [-0.08, 0.67, 0.53], [0.12, -0.36, 0.00], [-0.26, -0.10, -0.34], [0.21, 0.12, 0.20], [-0.22, -0.14, 0.03], [0.12, -0.09, 0.00], [-0.07, -0.03, 0.14], [0.12, 0.00, 0.00], [-0.13, -0.11, -0.23], [0.02, -0.54, -0.03], [0.10, 0.51, 0.12], [-0.07, -0.55, -0.24], [0.14, 0.12, 0.06], [-0.19, 0.51, 0.23], [0.72, 0.30, -0.28], [-0.02, 0.07, -0.05], [0.00, 0.03, 0.08], [-0.11, 0.12, 0.00], [-0.10, -0.54, -0.08], [-0.56, -0.05, 0.27], [0.10, -0.04, -0.07], [-0.20, -0.24, 0.32], [-0.05, 0.22, 0.26], [0.14, -0.35, 0.04], [-0.08, 0.12, -0.23], [-0.24, 0.13, 0.03], [0.01, 0.21, -0.16], [0.28, 0.28, -0.24], [-0.14, 0.04, 0.02], [0.20, -0.11, -0.11], [0.14, 0.08, 0.04], [0.07, -0.21, 0.09], [-0.13, -0.08, -0.05], [-0.54, 0.44, 0.47], [-0.06, -0.22, -0.04], [0.12, 0.05, 0.36], [0.24, -0.13, -0.12], [-0.29, 0.34, -0.24], [-0.08, -0.03, 0.11], [0.23, 0.19, -0.13], [0.09, -0.15, 0.04], [0.16, -0.26, -0.43], [-0.05, -0.06, 0.00], [0.11, -0.04, -0.10], [0.08, -0.06, 0.12], [0.30, 0.33, 0.24], [-0.06, 0.14, 0.02], [-0.10, -0.11, -0.44], [0.15, 0.01, 0.17], [-0.35, -0.04, 0.35], [0.28, 0.00, 0.17], [-0.01, -0.05, -0.20], [0.02, -0.03, 0.10], [-0.15, -0.24, -0.05], [-0.14, -0.05, -0.22], [-0.05, -0.13, 0.13], [0.07, 0.08, -0.22], [-0.08, -0.22, -0.51], [-0.07, 0.07, -0.42], [0.00, 0.16, 0.13], [0.17, -0.12, -0.11], [-0.16, -0.22, 0.48], [-0.30, 0.12, -0.97], [-0.22, 0.21, 0.39], [0.03, -0.21, 0.42], [0.22, 0.12, -0.01], [0.15, -0.28, 0.30], [0.00, 0.26, 0.16], [0.26, 0.11, 0.12]],
  "lowdin_spin": [4.32, 0.01, 0.02, 0.10, 0.09, 0.00, 0.00, 0.00, 0.01, 0.02, 0.10, 0.09, 0.00, 0.00, 0.00, 0.00, 0.02, 0.08, 0.10, 0.00, 0.00, 0.00, 0.00, 0.00, 0.00, 0.00, 0.00, 0.00, 0.00, 0.00, 0.00, 0.00, 0.00, 0.00, 0.00, 0.00, 0.00, 0.00, 0.00, 0.00, 0.00, 0.00, 0.00, 0.00, 0.00, 0.00, 0.00, 0.00, 0.00, 0.00, 0.00, 0.00, 0.00, 0.00, 0.00, 0.00, 0.00, 0.00, 0.00, 0.00, 0.00, 0.00, 0.00, 0.00, 0.00, 0.00, 0.00, 0.00, 0.00, 0.00, 0.00, 0.03, 0.00, 0.00, 0.00, 0.00, 0.00, 0.00, 0.00, 0.00, 0.00, 0.00, 0.00, 0.00, 0.00, 0.00, 0.00, 0.00, 0.00, 0.00, 0.00, 0.00]
}